The following is a quantum chemistry calculation of a 10-piece molecular cluster, C36H67FN4O13S overall at a distorted geometry, from OMol25.

Results
SMILES = NC(N)(N)CN(OC(=O)c1ccccc1)S(=O)(=O)F.CC(C)=O.CC(C)=O.CC(C)=O.CC(C)=O.CC(C)=O.CC(C)=O.CC(C)=O.CC(C)=O.CC(C)=O
Lowest unoccupied orbital energy = -0.0172 Ha
Spin multiplicity = 1
Net charge = 0

Last column: Mulliken charge in e.
Geometry (Å):
1 N -1.03629 1.32137 0.75721  -0.4327
2 C -0.22488 1.63627 -0.44244  -0.0611
3 N 1.21185 1.30157 -0.11001  -0.0038
4 N -0.63648 0.82889 -1.62938  -0.5028
5 C -0.24579 3.19281 -0.87405  -1.3556
6 N -1.61192 3.70991 -1.22329  0.5365
7 O -2.08862 4.24190 -0.04824  -0.2658
8 C -3.48487 4.57860 -0.15920  0.2407
9 O -3.79877 5.75926 0.16221  -0.5328
10 C -4.64362 3.59420 -0.58851  0.6635
11 C -4.33483 2.16970 -1.17544  -0.0176
12 C -5.56116 1.31552 -1.57925  -0.5141
13 C -7.03973 1.78345 -1.44542  -0.4296
14 C -7.32636 3.18396 -0.83724  -0.3844
15 C -6.12313 4.07967 -0.40455  -0.6076
16 S -1.57842 4.89417 -2.49693  1.0912
17 O -2.88663 4.90859 -3.26901  -0.5390
18 O -1.37255 6.30953 -1.99078  -0.6074
19 F -0.37188 4.63643 -3.64173  -0.2677
20 H -1.37092 2.15804 1.24853  0.2622
21 H -1.78619 0.64512 0.56683  0.3116
22 H 1.52363 1.95680 0.63895  0.2264
23 H 1.77208 1.57819 -0.94516  0.2140
24 H 0.02821 1.03026 -2.40381  0.2717
25 H -0.43243 -0.15310 -1.36050  0.2153
26 H 0.53802 3.32213 -1.69216  0.5378
27 H 0.12288 3.83275 0.01914  0.3252
28 H -3.24655 1.82445 -1.27308  0.3031
29 H -5.36268 0.26550 -2.00328  0.3182
30 H -7.86184 1.06628 -1.77218  0.3205
31 H -8.40723 3.54568 -0.71462  0.3448
32 H -6.38708 5.09771 0.04741  0.3861
33 C 3.69108 -2.08552 0.31362  -0.8738
34 C 2.26658 -2.05499 0.79372  1.1894
35 O 1.35105 -1.79711 0.03674  -0.5237
36 C 2.01861 -2.35620 2.24771  -1.0071
37 H 3.71756 -1.84962 -0.75328  0.2278
38 H 4.28092 -1.33918 0.85338  0.1051
39 H 4.11205 -3.08296 0.46294  0.2737
40 H 2.53417 -1.62305 2.87209  0.0718
41 H 2.36524 -3.36530 2.48279  0.2573
42 H 0.94688 -2.29798 2.45154  0.3528
43 C 1.16468 -4.42308 5.84251  -1.1865
44 C 2.43028 -4.95012 5.22032  0.9848
45 O 2.42568 -5.46353 4.11596  -0.5932
46 C 3.70092 -4.81776 6.01611  -1.1393
47 H 0.32964 -4.58551 5.15745  0.3028
48 H 0.96057 -4.95312 6.77533  0.3951
49 H 1.26072 -3.35128 6.02952  0.3056
50 H 3.60878 -5.36590 6.95636  0.3307
51 H 3.91011 -3.76343 6.21085  0.3446
52 H 4.53101 -5.23949 5.44515  0.2686
53 C 3.88399 0.80812 3.91206  -1.1074
54 C 5.14967 0.28121 3.29028  0.9890
55 O 5.14554 -0.23146 2.18448  -0.6484
56 C 6.42021 0.41216 4.08645  -1.2540
57 H 3.04888 0.64692 3.22629  0.1624
58 H 3.67894 0.27734 4.84434  0.3666
59 H 3.98052 1.87965 4.10016  0.3803
60 H 6.32808 -0.13620 5.02640  0.3724
61 H 6.62921 1.46610 4.28218  0.3412
62 H 7.25043 -0.00923 3.51533  0.3200
63 C -4.76433 5.28378 -7.77487  -1.0755
64 C -5.58545 4.58588 -6.72255  0.7773
65 O -6.80164 4.56355 -6.78211  -0.5761
66 C -4.84371 3.91819 -5.59617  -0.6991
67 H -5.42990 5.71920 -8.52362  0.3020
68 H -4.17889 6.08487 -7.31858  0.2958
69 H -4.10445 4.56649 -8.26768  0.3075
70 H -4.26225 4.65888 -5.04338  0.1473
71 H -4.18739 3.14021 -5.99270  0.3289
72 H -5.56114 3.45674 -4.91381  0.2595
73 C 4.02992 -9.32651 5.24782  -1.0942
74 C 3.18794 -9.16671 6.48559  0.8777
75 O 3.53845 -8.44293 7.39962  -0.5666
76 C 1.89558 -9.93651 6.54886  -1.1036
77 H 4.92979 -8.71464 5.34078  0.2633
78 H 4.32718 -10.37116 5.13282  0.3805
79 H 3.46930 -8.99382 4.37152  0.3044
80 H 2.09801 -11.00819 6.49165  0.3382
81 H 1.24046 -9.63093 5.73020  0.3093
82 H 1.39438 -9.72507 7.49595  0.2982
83 C -9.11077 8.01626 1.88531  -1.1408
84 C -8.69302 7.45187 0.55359  0.8302
85 O -8.38190 6.28099 0.43269  -0.5263
86 C -8.67490 8.39096 -0.62261  -1.0836
87 H -9.07674 7.22713 2.63961  0.2843
88 H -8.42635 8.81385 2.18197  0.3377
89 H -10.13224 8.39773 1.82338  0.3435
90 H -7.97110 9.20519 -0.43726  0.3209
91 H -9.67706 8.78901 -0.79598  0.3394
92 H -8.35477 7.84788 -1.51449  0.2866
93 C -1.37695 -3.66503 -4.07501  -1.1961
94 C -0.72464 -2.42474 -3.52446  0.8924
95 O -1.16758 -1.86116 -2.54047  -0.5239
96 C 0.49681 -1.90942 -4.23854  -0.7944
97 H -2.24382 -3.92063 -3.46170  0.3156
98 H -1.71293 -3.48529 -5.09852  0.3582
99 H -0.67154 -4.49853 -4.04926  0.2826
100 H 0.24372 -1.65173 -5.26929  0.4269
101 H 1.28548 -2.66537 -4.22031  0.1555
102 H 0.86040 -1.01225 -3.73246  0.0564
103 C 6.00035 3.27675 -2.09167  -1.2107
104 C 5.16866 2.58623 -1.04364  0.7123
105 O 3.95205 2.58741 -1.09985  -0.4847
106 C 5.89810 1.89395 0.07591  -0.6775
107 H 5.34181 3.73135 -2.83505  0.3082
108 H 6.60225 4.06247 -1.63012  0.3311
109 H 6.64500 2.55102 -2.59211  0.3317
110 H 6.49577 2.61845 0.63422  0.3809
111 H 6.53754 1.10633 -0.32832  0.3499
112 H 5.17364 1.44207 0.75376  -0.1273
113 C 2.75551 -4.86045 -2.03270  -0.3043
114 C 3.55912 -5.36089 -3.20279  0.7773
115 O 3.43739 -4.86883 -4.30984  -0.5635
116 C 4.51926 -6.49326 -2.95126  -1.1884
117 H 2.10761 -4.04458 -2.36078  -0.0679
118 H 2.13169 -5.66572 -1.63853  0.4113
119 H 3.42449 -4.48480 -1.25614  -0.0168
120 H 3.97423 -7.37117 -2.59774  0.3148
121 H 5.26684 -6.19021 -2.21502  0.2985
122 H 5.02894 -6.74930 -3.88271  0.3290

---

The following is a quantum chemistry calculation of C19H23N3O3 in the gas phase, from OMol25.

Results
SMILES = Cc1ccc(OCC(=O)NCCCNC(=O)c2ccc(C)nc2)cc1
Lowest unoccupied orbital energy = 0.0197 Ha
Energy above the lowest of the compared OMol25 structures with the same formula, charge and spin = 28.92 kcal per mole
Spin multiplicity = 1
Net charge = 0

Last column: natural (NBO) charge in e.
Geometry (Å):
1 C 2.17509 2.94447 -0.98388  -0.6276
2 C 2.07361 1.77720 -0.04813  -0.0534
3 C 1.31894 1.85138 1.11151  -0.1928
4 C 1.24145 0.78695 1.99544  -0.3257
5 C 1.92566 -0.38921 1.71938  0.3715
6 C 2.68932 -0.47319 0.55647  -0.2536
7 C 2.75950 0.59564 -0.30995  -0.1940
8 H 3.35331 0.51637 -1.20876  0.2123
9 H 3.20693 -1.39601 0.35156  0.2241
10 O 1.90551 -1.51397 2.50018  -0.5104
11 C 1.23515 -1.47091 3.73463  -0.1622
12 C -0.27993 -1.25842 3.65325  0.6506
13 O -0.90803 -0.83613 4.60507  -0.6382
14 N -0.82902 -1.59428 2.47404  -0.6461
15 H -0.22264 -1.86587 1.70430  0.4378
16 C -2.19266 -1.24358 2.15987  -0.2305
17 H -2.65440 -0.92460 3.09821  0.2444
18 H -2.19651 -0.39235 1.46531  0.1814
19 C -2.99257 -2.39952 1.55888  -0.4078
20 H -3.05124 -3.21792 2.27639  0.2186
21 H -4.00638 -2.04265 1.36476  0.2005
22 C -2.37419 -2.93785 0.26148  -0.2360
23 N -2.04629 -1.88888 -0.67637  -0.6078
24 C -0.77632 -1.44314 -0.81645  0.6762
25 O 0.15860 -1.95561 -0.22426  -0.6446
26 C -0.59155 -0.30366 -1.74920  -0.2019
27 C 0.56530 -0.24125 -2.52353  0.1080
28 N 0.83143 0.74124 -3.35915  -0.4416
29 C -0.02865 1.74575 -3.46736  0.2404
30 C -1.20616 1.79018 -2.72152  -0.2668
31 C -1.49086 0.75493 -1.85297  -0.1374
32 H -2.38634 0.78767 -1.24631  0.2115
33 H -1.87779 2.62972 -2.82001  0.2195
34 C 0.32691 2.84141 -4.42010  -0.6509
35 H -0.45804 2.96709 -5.16383  0.2236
36 H 1.26046 2.60092 -4.91951  0.2377
37 H 0.43837 3.78373 -3.88608  0.2249
38 H 1.29682 -1.03485 -2.46233  0.2110
39 H -2.79888 -1.43076 -1.16383  0.3982
40 H -1.43852 -3.45618 0.48264  0.2326
41 H -3.06354 -3.64203 -0.21234  0.2042
42 H 1.42042 -2.44534 4.19772  0.2198
43 H 1.64807 -0.69526 4.39360  0.2022
44 H 0.64072 0.88870 2.88667  0.2243
45 H 0.77584 2.75859 1.33814  0.2069
46 H 2.33735 2.60325 -2.00335  0.2199
47 H 3.01525 3.57964 -0.70028  0.2180
48 H 1.27048 3.54855 -0.95000  0.2093

---

The following is a quantum chemistry calculation of CH3NS3 as an isolated structure at a distorted geometry, from OMol25.

Results
Lowest unoccupied orbital energy = -0.0464 Ha
Energy above the lowest of the compared OMol25 structures with the same formula, charge and spin = 65.60 kcal per mole
Spin multiplicity = 1
Net charge = 0

Last column: natural (NBO) charge in e.
Geometry (Å):
1 C -0.77912 -0.83744 0.20364  -0.4669
2 N 2.09906 0.53815 1.72099  -0.7773
3 S 0.25446 -2.03939 -0.02302  0.1603
4 S 2.50793 0.19652 -1.22586  -0.3545
5 S 2.44045 -0.55129 0.82355  0.8766
6 H -1.77394 -1.07633 -0.03490  0.2091
7 H -0.36734 0.18868 0.06486  0.2120
8 H 1.86967 1.32967 -1.01213  0.1407

---

The following is a quantum chemistry calculation of C4H8O in the gas phase at a distorted geometry, from OMol25.

Results
SMILES = CC1(C)CO1
Lowest unoccupied orbital energy = 0.0366 Ha
Energy above the lowest of the compared OMol25 structures with the same formula, charge and spin = 40.77 kcal per mole
Spin multiplicity = 1
Net charge = 0

Last column: natural (NBO) charge in e.
Geometry (Å):
1 C -0.60158 1.44213 0.07248  -0.6399
2 C -0.12359 -0.02730 0.07279  0.1917
3 C -1.27066 -1.04142 0.01914  -0.6306
4 C 1.22022 -0.32656 0.59194  -0.1220
5 H -0.86899 1.87891 1.16441  0.2152
6 H -1.52124 1.49990 -0.64541  0.2197
7 H 0.26277 2.15293 -0.29965  0.2329
8 H -2.04827 -0.87016 -0.73280  0.2197
9 H -0.79862 -1.97572 -0.21136  0.2223
10 H -1.79098 -1.07424 1.02075  0.2204
11 H 1.57046 -1.39255 0.83693  0.1918
12 H 1.80629 0.48759 0.97550  0.1883
13 O 1.00528 -0.12347 -0.83080  -0.5096

---

The following is a quantum chemistry calculation of C20H36IrNOP2 as an isolated structure at a distorted geometry, from OMol25.

Results
Lowest unoccupied orbital energy (alpha / beta) = -0.2522 / -0.3495 Ha
Energy above the lowest of the compared OMol25 structures with the same formula, charge and spin = 22.92 kcal per mole
Spin multiplicity = 7
Net charge = +2

Last column: natural (NBO) charge in e.
Geometry (Å):
1 P 0.86949 -2.61469 -1.40102  1.0752
2 P 0.95310 0.55780 -1.67473  0.7868
3 C -0.03362 -1.80556 -2.77857  -0.7207
4 C 0.91420 -0.68447 -3.16015  -0.6502
5 H -1.01663 -1.43784 -2.41838  0.2612
6 H -0.21429 -2.50807 -3.60278  0.2782
7 H 1.97487 -0.93995 -3.22235  0.2288
8 H 0.57150 -0.26198 -4.10847  0.2685
9 C 0.27311 1.77499 -3.14495  -0.7593
10 H 0.10217 2.82135 -2.87560  0.2424
11 H -0.62614 1.38673 -3.63733  0.2256
12 H 1.10305 1.74255 -3.87404  0.2229
13 C 2.30153 1.80441 -1.54785  -0.9395
14 H 2.62308 2.22220 -2.50374  0.2673
15 H 3.12507 1.34807 -1.00802  0.2316
16 H 1.92114 2.64069 -0.94826  0.2723
17 C -0.03229 -4.12158 -0.96508  -0.9555
18 H 0.29803 -4.51486 0.00232  0.2735
19 H 0.16998 -4.91753 -1.70974  0.2730
20 H -1.11043 -4.00816 -0.92871  0.2666
21 C 2.27859 -3.46389 -2.20098  -0.9628
22 H 2.56108 -2.99632 -3.13616  0.2595
23 H 2.03548 -4.51506 -2.40094  0.2716
24 H 3.11902 -3.39153 -1.50897  0.2520
25 Ir 1.68098 -1.17930 -0.23257  0.6474
26 C -1.37753 3.82506 -0.30408  -0.3394
27 C -2.62500 4.46167 0.07930  -0.0885
28 C -3.78697 3.63066 0.31689  -0.4736
29 C -4.11736 2.58796 -0.85493  -0.4507
30 C -2.89126 2.02391 -1.41115  -0.1907
31 C -1.78066 2.40310 -0.74080  0.0834
32 C -1.28572 1.84552 0.58069  -0.4680
33 C -0.58905 3.20242 0.83222  -0.3904
34 C 1.80678 -5.12803 2.37274  -0.8563
35 H -0.72993 4.37205 -0.98793  0.2225
36 H -2.65554 5.52383 0.26485  0.2094
37 H -4.69991 4.19901 0.51688  0.2470
38 H -3.54285 3.09394 1.25065  0.1998
39 H -4.85236 1.87073 -0.48219  0.2337
40 H -4.55508 3.16468 -1.67507  0.2414
41 H -2.85806 1.45679 -2.34267  0.1952
42 H 2.10960 -5.07191 1.32694  0.1945
43 H -0.68609 0.91283 0.54849  0.1643
44 H -2.14535 1.68595 1.22528  0.2124
45 H -0.78097 3.62114 1.82685  0.2226
46 H 0.50422 3.08646 0.61887  0.1883
47 H 2.37577 -4.42258 2.97910  0.2118
48 H 2.01376 -6.13591 2.72822  0.2488
49 H 0.74968 -4.86515 2.50531  0.2040
50 O 2.39385 -0.32287 1.36035  -0.5548
51 N 1.68533 -0.44991 2.55533  0.0171
52 C 0.38419 -0.83574 2.50573  0.0356
53 C -0.47671 -0.63421 3.57960  -0.2006
54 C 0.01853 -0.13254 4.78603  -0.0902
55 C 1.39872 0.02432 4.89355  -0.2089
56 C 2.22704 -0.12909 3.78805  0.0637
57 H 0.01884 -1.27346 1.56724  0.2225
58 H -1.53227 -0.87477 3.43413  0.2671
59 H -0.66360 0.07482 5.60965  0.2681
60 H 1.81823 0.27978 5.86478  0.2759
61 H 3.28566 -0.00847 3.86814  0.2666

---

The following is a quantum chemistry calculation of C11H22Cl4CsF6KN2NaO10P as an isolated structure at a distorted geometry, from OMol25.

Results
Lowest unoccupied orbital energy = -0.1753 Ha
Energy above the lowest of the compared OMol25 structures with the same formula, charge and spin = 0.00 kcal per mole
Spin multiplicity = 1
Net charge = 0

Last column: Mulliken charge in e.
Geometry (Å):
1 C 3.09201 -0.02497 -0.53437  -0.1088
2 C 2.53430 0.93779 0.64588  -0.9147
3 C 1.24999 1.86266 0.15329  -0.3362
4 Cl 1.05249 3.23339 1.35541  -0.1528
5 C -0.02445 0.89052 -0.00602  0.0294
6 C -0.25903 -0.02422 -1.29083  -0.5671
7 C -1.52769 -0.85662 -1.09263  -0.3509
8 N -2.32863 -0.79137 0.04304  0.4221
9 N -2.22189 -0.01060 1.14643  -0.6941
10 C -1.11197 0.76918 1.07025  -0.4538
11 H 3.31750 0.60927 -1.45229  0.3803
12 H 2.38903 -0.89720 -0.81602  -1.0643
13 H 4.06058 -0.50247 -0.12910  0.6262
14 H 3.36025 1.54408 1.09224  0.4893
15 H 2.08478 0.24689 1.46044  0.3332
16 H 1.51911 2.35266 -0.86712  0.3209
17 H 0.39167 -0.09796 -2.18235  0.5445
18 H -1.81207 -1.54638 -1.92000  0.6958
19 H -3.15511 -1.44016 0.06502  0.2156
20 H -0.95619 1.42309 1.96482  0.3047
21 C -4.94922 -2.77878 2.53452  0.6516
22 O -4.17413 -2.71150 1.52087  -0.6512
23 O -5.25730 -1.53833 3.04553  -0.5077
24 O -5.43471 -3.76246 3.08881  -0.6313
25 H -4.72723 -1.04951 2.39010  0.3390
26 O 1.41362 -1.21863 -4.42418  -0.7051
27 Cl 0.01132 -1.46497 -4.72985  1.6737
28 O -0.59173 -0.24360 -5.20390  -0.6600
29 O -0.65628 -1.90494 -3.51912  -0.6745
30 O -0.08668 -2.48730 -5.73312  -0.6271
31 Na 0.59287 -1.15036 0.62513  0.8052
32 Cs 2.69256 -2.71598 -1.77011  1.1319
33 Cl 1.36527 8.19920 4.70421  -0.1833
34 C 1.77216 7.04436 3.41209  -0.3410
35 C 1.73185 5.61150 3.89541  0.2104
36 Cl 3.04373 5.24796 5.04417  -0.1869
37 H 2.75469 7.30668 3.02130  0.3157
38 H 1.03929 7.18654 2.61644  0.2236
39 H 1.85704 4.93441 3.04990  -0.3347
40 H 0.78448 5.37994 4.38130  0.4001
41 F 1.85653 -8.77710 -1.30089  -0.3204
42 P 2.13620 -8.58563 0.29819  0.9457
43 F 0.92034 -9.67415 0.30192  -0.3194
44 F 2.91553 -9.65940 1.24936  -0.3270
45 F 1.47112 -8.04217 1.68902  -0.3252
46 F 1.96237 -6.98602 -0.02370  -0.3272
47 F 3.69259 -8.34216 -0.14697  -0.3307
48 O 0.50501 6.33286 -0.58766  -0.8492
49 H 0.65990 5.53392 -0.08890  0.0682
50 O 2.56865 6.25019 -2.79802  -0.3155
51 H 2.02621 7.06660 -2.65625  0.4679
52 H 2.27386 5.75992 -3.58849  0.4446
53 H 2.56000 5.67946 -1.98765  0.2934
54 K 0.56806 3.82309 -1.63177  0.9132
55 C -6.18498 -3.15739 -1.10313  -0.3205
56 O -5.94994 -2.03043 -1.73955  -0.3626
57 H -7.15234 -3.66596 -1.30273  0.3111
58 H -5.46419 -3.98215 -1.25660  0.2287
59 H -6.20119 -3.10530 0.01823  0.1573